The following is a DFT calculation (ωB97M-V/def2-TZVPD) of 11 unconnected molecules or ions with the total composition C33H64N4O17.

The geometry in ORCA input format:
```
! RIJCOSX wB97M-V def2-TZVPD def2/J DEFGRID3
* xyz 0 1
C -0.214 -23.752 23.438
C 0.824 -24.814 23.529
O 1.993 -24.586 23.363
N 0.444 -26.283 23.990
H -0.493 -26.533 24.110
H 0.688 -26.775 23.230
C 1.148 -26.834 25.088
H -0.886 -23.917 24.210
H -0.917 -23.904 22.564
H 0.219 -22.853 23.260
H 0.666 -26.334 25.899
H 2.242 -26.612 25.244
H 0.762 -27.850 25.098
C -1.140 -27.160 29.083
C -2.589 -26.883 28.630
O -3.527 -27.607 29.023
N -2.854 -25.506 28.033
H -1.916 -24.871 28.091
H -2.762 -25.601 27.002
C -4.129 -24.846 28.543
H -0.956 -28.177 29.178
H -0.885 -26.579 30.007
H -0.393 -26.848 28.361
H -4.105 -24.721 29.588
H -4.924 -25.492 28.149
H -4.172 -23.972 28.066
N 0.105 -23.672 27.800
O -0.592 -23.985 26.808
O 0.673 -22.523 27.730
O -0.261 -24.184 28.840
N -3.147 -26.131 24.803
O -2.806 -25.739 23.615
O -3.757 -25.402 25.371
O -2.295 -26.864 25.431
C -3.698 -29.198 22.805
C -2.135 -29.221 22.692
C -1.809 -30.333 21.648
O -1.834 -27.942 22.201
H -4.026 -28.785 21.948
H -3.898 -28.508 23.758
H -4.160 -30.168 22.867
H -1.755 -29.564 23.609
H -2.303 -30.267 20.909
H -1.713 -31.443 21.938
H -0.803 -30.144 21.260
H -2.172 -27.149 22.712
C -5.865 -21.382 23.947
C -4.946 -22.147 24.948
C -3.502 -22.319 24.270
O -4.898 -21.290 26.079
H -6.006 -21.916 23.001
H -5.554 -20.384 23.814
H -6.923 -21.349 24.232
H -5.393 -23.108 25.149
H -2.616 -22.552 25.011
H -3.215 -21.325 24.299
H -3.369 -23.032 23.329
H -4.143 -21.351 26.545
C 0.424 -32.061 27.121
C 1.045 -30.752 26.732
C 1.173 -30.814 25.222
O 0.447 -29.572 27.141
H -0.419 -32.185 26.689
H 0.388 -32.123 28.320
H 0.686 -33.137 27.022
H 2.134 -30.896 27.050
H 1.435 -31.858 24.720
H 1.790 -30.041 24.726
H 0.195 -30.434 24.780
H 0.819 -29.285 27.910
C 4.021 -28.576 29.594
C 2.786 -27.779 29.544
C 2.743 -27.160 28.175
O 1.678 -28.570 29.837
H 4.534 -29.085 30.508
H 4.919 -28.041 29.311
H 4.031 -29.319 28.798
H 2.699 -27.140 30.324
H 2.522 -28.073 27.548
H 3.707 -26.831 27.925
H 2.142 -26.316 27.863
H 1.857 -28.984 30.737
C 2.253 -26.802 19.867
C 2.217 -27.967 20.881
C 3.304 -27.975 21.878
O 1.028 -27.766 21.623
H 1.120 -26.521 19.466
H 2.841 -26.842 18.992
H 2.584 -25.851 20.483
H 2.225 -28.859 20.298
H 3.610 -27.153 22.072
H 4.263 -28.364 21.371
H 3.062 -28.447 22.879
H 0.130 -28.206 21.222
C 3.494 -22.908 25.748
C 3.830 -21.539 25.434
C 5.325 -21.215 25.192
O 5.777 -20.006 25.018
C 6.252 -22.322 25.091
C 5.744 -23.675 25.523
C 4.404 -24.041 25.801
O 4.203 -25.188 26.122
H 2.379 -23.144 25.804
H 3.146 -20.895 25.283
H 7.280 -22.187 24.735
H 6.630 -24.464 25.552
C -2.737 -23.903 18.341
C -4.184 -23.740 18.308
C -5.063 -24.135 19.575
O -6.303 -24.092 19.645
C -4.336 -24.637 20.698
C -2.839 -24.847 20.627
C -2.031 -24.426 19.495
O -0.777 -24.509 19.571
H -2.217 -23.738 17.313
H -4.659 -23.265 17.422
H -4.868 -24.981 21.671
H -2.206 -25.231 21.341
*
```

Results
Strongest force on any atom, hartree/bohr: 0.240
HOMO, Eh: -0.3337
Energy above the lowest of the compared OMol25 structures with the same formula, charge and spin, kJ/mol: 0.0
LUMO, Eh: -0.08340
Kohn-Sham gap, hartree: 0.250